Record 1
{
  "formula": "C18H36BBr2FNO8",
  "method": "ωB97M-V/def2-TZVPD",
  "elements": ["C", "C", "O", "B", "O", "N", "C", "C", "C", "F", "C", "C", "O", "O", "C", "Br", "C", "C", "Br", "H", "H", "H", "H", "H", "H", "H", "H", "H", "H", "H", "H", "H", "H", "H", "H", "C", "O", "C", "C", "O", "C", "H", "H", "H", "H", "H", "H", "H", "H", "H", "H", "C", "O", "C", "C", "O", "C", "H", "H", "H", "H", "H", "H", "H", "H", "H", "H"],
  "coordinates": [[-3.16, 0.38, -2.61], [-3.94, -0.55, -1.52], [-3.05, -1.61, -1.07], [-3.41, -2.12, 0.22], [-4.82, -1.96, 0.62], [-2.53, -2.84, 1.18], [-2.32, -4.27, 0.86], [-3.71, -5.08, 0.57], [-4.75, -4.97, 1.78], [-3.29, -6.49, 0.54], [-1.27, -2.05, 1.33], [-1.45, -1.15, 2.68], [-2.23, -1.51, 3.63], [-0.74, 0.03, 2.84], [0.06, -2.90, 1.54], [0.58, -3.25, 3.45], [0.88, -3.40, 0.48], [2.19, -4.28, 0.70], [0.42, -3.03, -1.44], [-2.17, -0.17, -2.83], [-2.90, 1.40, -2.12], [-3.79, 0.57, -3.55], [-4.87, -1.04, -1.98], [-4.23, 0.18, -0.68], [-4.92, -1.17, 1.19], [-1.82, -4.88, 1.70], [-1.71, -4.38, -0.11], [-4.14, -4.87, -0.46], [-4.75, -3.93, 2.25], [-4.38, -5.70, 2.60], [-5.81, -5.31, 1.47], [-1.06, -1.30, 0.50], [3.10, -3.88, 0.10], [2.54, -4.35, 1.78], [1.98, -5.37, 0.36], [0.15, 2.37, 1.42], [1.07, 3.31, 0.87], [0.48, 4.10, -0.16], [0.08, 5.48, 0.35], [-0.97, 5.40, 1.31], [-0.50, 5.51, 2.65], [0.57, 1.99, 2.35], [-0.82, 2.82, 1.64], [0.02, 1.53, 0.72], [-0.38, 3.59, -0.61], [1.24, 4.23, -0.94], [-0.30, 6.08, -0.49], [0.95, 6.01, 0.77], [-0.26, 6.55, 2.87], [0.38, 4.88, 2.82], [-1.29, 5.18, 3.32], [4.81, -0.30, -1.94], [5.73, 0.64, -2.50], [5.13, 1.43, -3.53], [4.74, 2.81, -3.01], [3.70, 2.72, -2.05], [4.18, 2.83, -0.71], [5.24, -0.68, -1.01], [3.85, 0.15, -1.72], [4.68, -1.14, -2.64], [4.27, 0.91, -3.97], [5.89, 1.55, -4.31], [4.36, 3.40, -3.85], [5.61, 3.33, -2.60], [4.41, 3.88, -0.49], [5.06, 2.21, -0.54], [3.38, 2.50, -0.04]],
  "charge": -1,
  "orbital_gap_ev": 6.8,
  "e_homo_ev": -4.43
}

Record 2
{
  "formula": "C4H2Cl2S",
  "method": "ωB97M-V/def2-TZVPD",
  "elements": ["C", "C", "C", "C", "S", "Cl", "Cl", "H", "H"],
  "coordinates": [[-0.74, -0.73, 1.14], [0.45, 0.01, 0.98], [-1.72, -0.50, 0.18], [0.87, 0.08, -1.73], [0.94, 1.01, -0.24], [-1.29, 0.18, -1.32], [1.48, 1.02, -3.01], [-0.87, -1.42, 1.99], [0.88, 0.34, 2.02]],
  "orbital_gap_ev": 7.1,
  "e_above_lowest_ev": 2.724,
  "e_homo_ev": -8.44
}

Record 3
{
  "formula": "C2H11N2O2",
  "method": "ωB97M-V/def2-TZVPD",
  "elements": ["C", "N", "C", "N", "H", "H", "H", "H", "H", "H", "H", "H", "H", "O", "H", "H", "O"],
  "coordinates": [[2.34, -0.29, -0.93], [1.16, -0.49, -0.06], [0.84, -1.58, 0.64], [-0.27, -1.67, 1.41], [1.96, 0.31, -1.92], [2.99, 0.34, -0.40], [2.79, -1.18, -1.23], [0.48, 0.31, 0.10], [1.48, -2.36, 0.55], [-0.90, -0.86, 1.23], [-0.23, -2.55, 1.95], [-2.41, 2.09, -1.92], [-3.44, 2.57, -0.99], [-2.87, 1.78, -1.10], [-1.12, 1.27, 1.68], [-1.75, 1.39, 0.25], [-1.06, 0.94, 0.74]],
  "charge": 1,
  "orbital_gap_ev": 11.5,
  "e_above_lowest_ev": 0.870,
  "e_homo_ev": -14.42
}